Molecular formula: H18O9
Method: DFT, ωB97M-V/def2-TZVPD

## Properties
* electronic energy: -18718.152 eV
* gap between HOMO and LUMO: 10.2798 eV
* E_LUMO: -0.48 eV
* SMILES: O.O.O.O.O.O.O.O.O
* strongest force on any atom: 2.48 eV/A

Cartesian coordinates (Å):
O: 0.622 -0.125 0.814
H: -0.129 -0.715 0.946
H: 0.386 0.384 0.031
O: -2.715 -0.017 -1.476
H: -3.480 -0.124 -0.900
H: -3.087 0.322 -2.298
O: 0.036 -4.155 2.225
H: 0.506 -3.883 3.022
H: 0.693 -4.071 1.525
O: 1.587 2.875 2.691
H: 2.021 2.484 1.924
H: 1.043 2.161 3.042
O: -2.785 -3.359 1.996
H: -1.919 -3.731 1.796
H: -2.587 -2.507 2.400
O: 1.052 1.835 -2.160
H: 0.694 1.949 -1.273
H: 1.890 1.380 -2.018
O: 0.094 4.353 -2.113
H: -0.504 3.639 -1.864
H: 0.786 3.913 -2.620
O: 2.996 -1.192 0.381
H: 2.563 -0.516 -0.152
H: 2.963 -0.841 1.278
O: -0.908 0.259 -2.679
H: -0.663 0.351 -1.751
H: -1.156 -0.668 -2.766

natural (NBO) population analysis, charges in e, atoms 1 to 2: -0.94, 0.49

Molecular formula: H18O9
Method: DFT, ωB97M-V/def2-TZVPD

## Properties
* electronic energy: -18719.424 eV
* gap between HOMO and LUMO: 10.6260 eV
* E_LUMO: -0.33 eV
* SMILES: O.O.O.O.O.O.O.O.O
* strongest force on any atom: 4.13 eV/A

Cartesian coordinates (Å):
O: 6.268 -7.108 13.086
H: 5.649 -7.097 13.832
H: 6.898 -6.459 13.346
O: 4.083 -7.327 14.734
H: 4.061 -8.231 14.483
H: 3.379 -7.091 14.215
O: 8.449 -8.473 14.064
H: 7.872 -7.810 13.709
H: 8.637 -8.050 14.859
O: 7.817 -5.509 14.216
H: 7.435 -4.626 14.362
H: 7.868 -5.950 15.080
O: 3.858 -7.000 11.541
H: 3.949 -7.375 10.667
H: 4.698 -6.726 11.733
O: 8.235 -7.449 11.281
H: 7.387 -7.546 11.724
H: 8.213 -8.108 10.572
O: 8.626 -4.246 11.913
H: 7.767 -4.454 11.505
H: 8.852 -5.099 12.323
O: 4.555 -9.553 13.054
H: 5.284 -9.626 13.650
H: 4.853 -8.801 12.474
O: 6.172 -9.623 15.109
H: 6.320 -9.240 15.952
H: 6.965 -9.370 14.582

natural (NBO) population analysis, charges in e, atoms 1 to 2: -1.04, 0.52

Molecular formula: H18O9
Method: DFT, ωB97M-V/def2-TZVPD

## Properties
* electronic energy: -18720.468 eV
* gap between HOMO and LUMO: 11.1810 eV
* E_LUMO: 0.34 eV
* SMILES: O.O.O.O.O.O.O.O.O
* strongest force on any atom: 3.87 eV/A

Cartesian coordinates (Å):
O: 1.419 2.386 1.497
H: 1.870 1.511 1.665
H: 1.931 2.850 0.860
O: 2.163 -0.967 -1.439
H: 2.060 -0.041 -1.550
H: 2.400 -1.158 -0.544
O: 2.045 -0.780 1.171
H: 1.108 -1.100 1.468
H: 2.565 -1.356 1.811
O: -1.987 1.227 -0.742
H: -1.788 1.480 0.135
H: -2.438 1.928 -1.220
O: -0.893 -1.617 1.551
H: -0.839 -2.108 0.736
H: -1.335 -2.335 2.075
O: -0.718 -3.172 -0.672
H: 0.238 -3.116 -0.954
H: -1.199 -2.493 -1.281
O: -2.420 -1.399 -1.839
H: -2.425 -0.454 -1.575
H: -3.251 -1.787 -1.938
O: -1.226 1.326 1.790
H: -1.081 0.381 1.965
H: -0.329 1.769 1.899
O: 1.545 2.987 -1.333
H: 1.747 3.628 -1.966
H: 0.840 2.410 -1.569

natural (NBO) population analysis, charges in e, atoms 1 to 2: -0.98, 0.49

Molecular formula: H18O9
Method: DFT, ωB97M-V/def2-TZVPD

## Properties
* electronic energy: -18720.352 eV
* gap between HOMO and LUMO: 11.1747 eV
* E_LUMO: 0.11 eV
* SMILES: O.O.O.O.O.O.O.O.O
* strongest force on any atom: 0.57 eV/A

Cartesian coordinates (Å):
O: 13.013 17.019 -15.674
H: 13.686 17.351 -16.281
H: 12.303 17.680 -15.702
O: 8.958 20.085 -20.176
H: 9.213 20.954 -20.505
H: 9.410 20.011 -19.329
O: 7.697 19.465 -17.425
H: 7.069 19.433 -18.157
H: 7.254 19.956 -16.721
O: 7.970 19.651 -14.244
H: 8.899 19.924 -14.226
H: 7.484 20.481 -14.188
O: 9.993 21.812 -15.194
H: 10.719 22.274 -14.762
H: 10.367 21.503 -16.039
O: 10.708 15.674 -17.606
H: 11.068 14.932 -18.103
H: 11.482 16.126 -17.235
O: 7.642 15.409 -17.500
H: 8.127 14.979 -18.209
H: 8.320 15.640 -16.856
O: 10.248 18.509 -16.845
H: 10.212 17.598 -17.166
H: 9.339 18.855 -16.980
O: 11.164 21.008 -17.819
H: 12.120 20.885 -17.822
H: 10.807 20.160 -17.477

natural (NBO) population analysis, charges in e, atoms 1 to 2: -0.95, 0.47

Molecular formula: H19NaO10
Method: DFT, ωB97M-V/def2-TZVPD

## Properties
* electronic energy: -25179.190 eV
* gap between HOMO and LUMO: 8.8308 eV
* E_LUMO: -1.12 eV
* strongest force on any atom: 15.68 eV/A

Cartesian coordinates (Å):
Na: -0.214 -0.430 1.843
O: 0.659 0.214 0.412
H: -0.283 0.145 0.161
O: 0.276 -1.665 -0.435
H: 0.128 -2.058 0.426
H: 0.523 -0.760 -0.245
O: -1.685 -0.565 0.739
H: -1.819 -1.008 -0.099
H: -2.563 -0.486 1.112
O: 2.259 -0.939 0.836
H: 1.654 -0.217 0.663
H: 2.515 -1.251 -0.032
O: -0.337 2.186 0.508
H: -0.052 1.276 0.424
H: 0.308 2.687 0.010
O: 0.038 0.228 -1.878
H: 0.442 -0.586 -2.179
H: 0.293 0.296 -0.958
O: 2.033 1.276 -0.500
H: 1.480 1.886 -0.987
H: 1.424 0.620 -0.159
O: -1.701 -1.489 -1.130
H: -0.833 -1.580 -0.736
H: -1.684 -2.076 -1.885
O: -2.457 0.676 -0.922
H: -1.680 0.153 -0.727
H: -2.772 0.967 -0.066
O: 1.631 1.097 1.994
H: 1.157 0.588 2.652
H: 1.259 0.816 1.159

natural (NBO) population analysis, charges in e, atoms 1 to 2: 0.94, -1.02

Molecular formula: H19NaO10
Method: DFT, ωB97M-V/def2-TZVPD

## Properties
* electronic energy: -25192.343 eV
* total charge: +1
* spin multiplicity: 2
* ⟨S²⟩: 0.76
* gap between HOMO and LUMO (spin up / spin down): 10.9765 / 5.7060 eV
* E_LUMO (spin up / spin down): -3.56 / -8.80 eV
* strongest force on any atom: 1.07 eV/A

Cartesian coordinates (Å):
Na: 7.622 14.711 -13.041
O: 5.929 14.202 -11.555
H: 4.957 14.182 -11.660
O: 7.111 11.759 -11.188
H: 6.732 12.636 -11.254
H: 6.695 11.376 -10.416
O: 7.677 15.674 -10.135
H: 7.668 15.287 -9.259
H: 7.083 15.123 -10.646
O: 9.333 17.406 -13.042
H: 8.674 17.873 -13.555
H: 9.673 16.738 -13.637
O: 6.222 16.301 -14.426
H: 6.234 15.938 -15.312
H: 6.401 17.233 -14.546
O: 4.846 12.815 -13.411
H: 5.399 13.150 -12.705
H: 4.741 13.557 -14.006
O: 7.993 12.667 -14.756
H: 7.525 12.276 -15.493
H: 8.816 12.979 -15.133
O: 5.221 16.986 -11.643
H: 5.549 16.088 -11.700
H: 5.981 17.502 -11.374
O: 9.649 15.157 -14.428
H: 10.601 15.240 -14.382
H: 9.473 14.919 -15.338
O: 9.262 13.571 -11.395
H: 9.510 13.723 -10.483
H: 8.801 12.732 -11.382

natural (NBO) population analysis, charges in e, atoms 1 to 2: 0.93, -0.58

Please write out number 4 again, unchanged.
Molecular formula: H18O9
Method: DFT, ωB97M-V/def2-TZVPD

## Properties
* electronic energy: -18720.352 eV
* gap between HOMO and LUMO: 11.1747 eV
* E_LUMO: 0.11 eV
* SMILES: O.O.O.O.O.O.O.O.O
* strongest force on any atom: 0.57 eV/A

Cartesian coordinates (Å):
O: 13.013 17.019 -15.674
H: 13.686 17.351 -16.281
H: 12.303 17.680 -15.702
O: 8.958 20.085 -20.176
H: 9.213 20.954 -20.505
H: 9.410 20.011 -19.329
O: 7.697 19.465 -17.425
H: 7.069 19.433 -18.157
H: 7.254 19.956 -16.721
O: 7.970 19.651 -14.244
H: 8.899 19.924 -14.226
H: 7.484 20.481 -14.188
O: 9.993 21.812 -15.194
H: 10.719 22.274 -14.762
H: 10.367 21.503 -16.039
O: 10.708 15.674 -17.606
H: 11.068 14.932 -18.103
H: 11.482 16.126 -17.235
O: 7.642 15.409 -17.500
H: 8.127 14.979 -18.209
H: 8.320 15.640 -16.856
O: 10.248 18.509 -16.845
H: 10.212 17.598 -17.166
H: 9.339 18.855 -16.980
O: 11.164 21.008 -17.819
H: 12.120 20.885 -17.822
H: 10.807 20.160 -17.477

natural (NBO) population analysis, charges in e, atoms 1 to 2: -0.95, 0.47